No. 1
The following is a DFT calculation (ωB97M-V/def2-TZVPD) of the ion C23H30N3O2S with charge +1.

## Properties
Total charge: +1
SMILES string: CC(=O)c1ccc2c(c1)N(CCC[NH+]1CCN(CCO)CC1)c1ccccc1S2
Energy above the lowest of the compared OMol25 structures with the same formula, charge and spin: 18.18 kJ/mol
HOMO level: -9.960 eV
LUMO level: -3.0 eV
Max |F|: 0.8 eV/Å

Positions of all 59 atoms, in Å:
C -1.499 -4.701 0.064
C -1.122 -3.266 -0.145
O -1.992 -2.423 -0.359
C 0.296 -2.901 -0.062
C 0.686 -1.607 -0.441
C 2.004 -1.170 -0.373
C 2.954 -2.080 0.122
C 2.574 -3.362 0.507
C 1.267 -3.783 0.412
H 1.013 -4.784 0.718
H 3.338 -4.031 0.869
S 4.660 -1.708 0.225
C 4.617 0.062 0.151
C 5.754 0.723 0.586
C 5.829 2.103 0.528
C 4.747 2.812 0.044
C 3.604 2.151 -0.372
C 3.513 0.760 -0.339
N 2.347 0.118 -0.783
C 1.532 0.779 -1.776
C 0.445 1.765 -1.252
H -0.461 1.576 -1.828
H 0.748 2.787 -1.477
C 0.142 1.637 0.246
N -1.285 1.352 0.505
C -2.131 2.562 0.452
C -3.574 2.205 0.914
N -3.843 0.800 0.865
C -4.406 0.220 -0.330
H -5.393 0.663 -0.496
H -4.547 -0.845 -0.140
C -3.599 0.392 -1.630
O -2.255 -0.045 -1.501
H -2.251 -0.993 -1.217
H -4.094 -0.164 -2.431
H -3.548 1.443 -1.926
C -2.958 0.019 1.696
H -2.906 -0.999 1.308
C -1.539 0.626 1.762
H -1.438 1.320 2.599
H -0.803 -0.171 1.878
H -3.362 -0.031 2.716
H -4.303 2.735 0.302
H -3.707 2.535 1.950
H -1.706 3.325 1.109
H -2.119 2.943 -0.570
H 0.420 2.546 0.784
H 0.730 0.821 0.668
H 2.204 1.327 -2.443
H 1.053 0.001 -2.374
H -1.647 0.712 -0.294
H 2.778 2.738 -0.735
H 4.782 3.889 -0.011
H 6.722 2.611 0.853
H 6.584 0.140 0.952
H -0.077 -0.962 -0.840
H -0.932 -5.344 -0.605
H -1.285 -5.000 1.089
H -2.562 -4.827 -0.124

Atom charges from the Löwdin analysis, given in e for atoms 1 to 5: atom 1 (C): 0.005, atom 2 (C): -0.349, atom 3 (O): 0.026, atom 4 (C): -0.146, atom 5 (C): 0.047

No. 2
The following is a DFT calculation (ωB97M-V/def2-TZVPD) of the molecule C7H5NO2 at a distorted geometry.

## Properties
SMILES string: O=c1o[nH]c2ccccc12
Energy above the lowest of the compared OMol25 structures with the same formula, charge and spin: 105.05 kJ/mol
HOMO level: -8.709 eV
LUMO level: 0.6 eV
Max |F|: 4.7 eV/Å

Positions of all 15 atoms, in Å:
C 1.580 -0.530 -0.019
C -0.242 0.857 -0.001
C -1.554 1.252 -0.096
C -2.519 0.270 -0.070
C -2.223 -1.132 0.081
C -0.821 -1.418 0.046
C 0.088 -0.449 0.032
H 1.309 2.294 0.632
H -1.709 2.382 -0.104
H -3.534 0.621 -0.141
H -2.936 -1.940 0.248
H -0.543 -2.468 -0.031
N 0.913 1.608 0.029
O 2.329 -1.433 -0.072
O 2.066 0.776 -0.008

Atom charges from the Löwdin analysis, given in e for atoms 1 to 5: atom 1 (C): -0.400, atom 2 (C): -0.239, atom 3 (C): -0.025, atom 4 (C): -0.069, atom 5 (C): -0.025

No. 3
The following is a DFT calculation (ωB97M-V/def2-TZVPD) of the molecule C22H30N4O4.

## Properties
SMILES string: CCN(CC)C(=O)c1[nH]cnc1C(=O)N[C@@H](CC(C)C)C(=O)OCc1ccccc1
Energy above the lowest of the compared OMol25 structures with the same formula, charge and spin: 136.19 kJ/mol
HOMO level: -9.074 eV
LUMO level: 0.8 eV
Max |F|: 0.9 eV/Å

Positions of all 60 atoms, in Å:
C -2.525 4.374 1.012
H -3.404 3.750 1.152
H -2.839 5.416 0.990
H -1.865 4.229 1.863
C -1.827 3.996 -0.293
N -0.717 4.878 -0.590
C 0.436 4.896 0.097
O 1.310 5.738 -0.073
C 0.653 3.898 1.180
C 0.728 2.520 1.293
N 1.183 2.189 2.541
C 1.395 3.309 3.163
N 1.101 4.373 2.382
H 1.235 5.352 2.584
H 1.752 3.393 4.170
C 0.483 1.460 0.300
O 0.112 1.664 -0.846
N 0.744 0.232 0.792
H 0.938 0.153 1.781
C 0.584 -0.966 0.018
C 1.925 -1.561 -0.455
H 2.413 -0.831 -1.103
H 1.690 -2.443 -1.053
C 2.870 -1.947 0.695
C 3.781 -0.783 1.083
H 4.432 -0.526 0.250
H 3.207 0.098 1.355
H 4.405 -1.060 1.930
C 3.717 -3.154 0.293
H 4.399 -3.424 1.095
H 3.087 -4.014 0.075
H 4.304 -2.924 -0.593
H 2.269 -2.226 1.568
C -0.182 -1.998 0.834
O -0.477 -1.868 1.993
O -0.473 -3.068 0.100
C -1.174 -4.128 0.753
C -1.820 -5.019 -0.270
C -2.356 -4.483 -1.433
C -2.965 -5.306 -2.365
C -3.052 -6.669 -2.137
C -2.523 -7.207 -0.977
C -1.906 -6.387 -0.049
H -1.490 -6.811 0.854
H -2.587 -8.270 -0.795
H -3.529 -7.310 -2.863
H -3.374 -4.881 -3.269
H -2.286 -3.421 -1.609
H -0.466 -4.692 1.372
H -1.927 -3.690 1.422
H -0.008 -0.703 -0.868
C -0.879 5.822 -1.680
C -0.660 5.153 -3.033
H -0.777 5.882 -3.831
H -1.372 4.345 -3.187
H 0.342 4.736 -3.078
H -1.880 6.258 -1.621
H -0.137 6.612 -1.536
H -1.480 2.964 -0.262
H -2.537 4.082 -1.117

Atom charges from the Löwdin analysis, given in e for atoms 1 to 5: atom 1 (C): -0.058, atom 2 (H): 0.075, atom 3 (H): 0.076, atom 4 (H): 0.064, atom 5 (C): -0.198